No. 1
Here is a molecular structure, C40H27AsF5N2O2Pt from OMol25. Energies are from wB97M-V/def2-TZVPD.

```
78
Properties=species:S:1:pos:R:3
Pt -0.035 -0.271 0.137
O -0.334 0.346 -1.832
C -1.314 -0.051 -2.615
C -1.070 -0.227 -3.987
C -2.086 -0.584 -4.844
C -3.396 -0.774 -4.375
C -3.654 -0.598 -3.043
C -2.623 -0.255 -2.145
C -2.922 -0.165 -0.776
N -2.111 0.031 0.220
C -2.734 -0.103 1.537
C -1.761 0.130 2.659
N -0.371 0.203 2.196
C 0.490 0.533 3.105
C 1.894 0.549 3.018
C 2.661 0.600 4.198
C 4.022 0.457 4.146
C 4.639 0.234 2.901
C 3.905 0.204 1.740
C 2.517 0.435 1.766
O 1.839 0.608 0.663
H -0.061 -0.058 -4.340
H -1.869 -0.730 -5.894
H -4.187 -1.067 -5.051
H -4.660 -0.734 -2.663
H -3.976 -0.303 -0.529
H -3.147 -1.109 1.628
H -3.563 0.601 1.613
H -1.843 -0.706 3.355
H -2.013 1.037 3.209
H 0.087 0.781 4.088
H 2.162 0.722 5.153
H 4.612 0.486 5.051
H 5.710 0.087 2.855
H 4.375 0.047 0.778
F 2.449 -2.077 0.929
C 1.410 -2.839 0.600
C 0.234 -2.271 0.140
C -0.791 -3.129 -0.219
F -1.955 -2.645 -0.677
C -0.663 -4.503 -0.125
F -1.669 -5.292 -0.488
C 0.516 -5.047 0.353
F 0.648 -6.361 0.457
C 1.557 -4.211 0.720
F 2.691 -4.720 1.184
C 2.219 3.356 -5.645
C 2.084 3.767 -4.326
C 2.085 2.826 -3.305
C 2.233 1.477 -3.603
C 2.357 1.063 -4.925
C 2.354 2.008 -5.945
As 2.396 0.252 -2.097
C 2.807 -1.489 -2.830
C 1.917 -2.420 -3.345
C 2.396 -3.640 -3.806
C 3.756 -3.920 -3.742
C 4.643 -3.000 -3.202
C 4.172 -1.784 -2.715
C 4.997 -0.715 -2.113
C 6.367 -0.778 -1.874
C 7.026 0.325 -1.351
C 6.336 1.503 -1.088
C 4.964 1.565 -1.294
C 4.299 0.456 -1.790
H 2.211 4.088 -6.442
H 1.980 4.819 -4.096
H 1.959 3.139 -2.273
H 2.470 0.011 -5.162
H 2.465 1.692 -6.974
H 0.855 -2.198 -3.385
H 1.711 -4.374 -4.212
H 4.128 -4.870 -4.104
H 5.700 -3.234 -3.162
H 6.921 -1.683 -2.091
H 8.087 0.264 -1.145
H 6.866 2.367 -0.707
H 4.417 2.470 -1.051
```

Values from the calculation:
HOMO-LUMO gap (spin up / spin down) in eV: 4.9 / 4.9
Spin multiplicity: 1
HOMO energy (spin up / spin down) in eV: -10.00 / -10.00
Charge: +1
E_tot in eV: -126656.2812
Energy above the lowest of the compared OMol25 structures with the same formula, charge and spin in kcal/mol: 82.1

---

No. 2
Here is a molecular structure, C40H28Co2F3O7PS from OMol25. Energies are from wB97M-V/def2-TZVPD.

```
82
Properties=species:S:1:pos:R:3
O -2.105 3.436 -1.511
C -1.528 2.438 -1.442
Co -0.488 1.057 -1.274
C -0.762 0.704 0.442
O -1.063 0.422 1.523
C -1.613 -0.089 -2.007
O -2.403 -0.853 -2.372
C 0.927 1.343 -2.380
C 1.029 2.043 -1.155
C 1.413 3.206 -0.546
C 1.115 3.477 0.842
C 0.618 4.743 1.249
C 0.171 4.936 2.550
C 0.298 3.916 3.501
C 0.867 2.695 3.129
C 1.264 2.469 1.817
Co 2.116 0.248 -1.475
C 2.619 -0.391 0.079
O 2.994 -0.886 1.065
C 3.613 0.503 -2.340
O 4.616 0.515 -2.925
P 1.628 -1.621 -2.451
C 0.543 -2.785 -1.545
C 0.187 -4.026 -2.099
C -0.652 -4.888 -1.384
C -1.111 -4.534 -0.110
C -0.725 -3.316 0.456
C 0.102 -2.450 -0.261
C 0.852 -1.339 -4.086
C -0.364 -1.924 -4.457
C -0.975 -1.550 -5.656
C -0.376 -0.602 -6.491
C 0.869 -0.064 -6.151
C 1.488 -0.436 -4.955
C 3.060 -2.684 -2.893
C 3.412 -2.989 -4.218
C 4.635 -3.614 -4.487
C 5.482 -3.984 -3.438
C 5.088 -3.763 -2.114
C 3.872 -3.134 -1.839
H 0.995 1.715 -3.392
H 1.829 4.003 -1.165
H 0.547 5.537 0.503
H -0.277 5.887 2.840
H -0.040 4.062 4.528
H 0.989 1.910 3.867
H 1.738 1.523 1.533
H 0.557 -4.307 -3.089
H -0.945 -5.840 -1.831
H -1.768 -5.208 0.443
H -1.058 -3.030 1.455
H 0.408 -1.500 0.189
H -0.817 -2.682 -3.822
H -1.930 -2.003 -5.926
H -0.874 -0.289 -7.410
H 1.368 0.650 -6.806
H 2.463 -0.016 -4.689
H 2.742 -2.729 -5.039
H 4.921 -3.801 -5.523
H 6.444 -4.453 -3.653
H 5.730 -4.072 -1.289
H 3.559 -2.974 -0.803
F -0.405 -1.871 6.269
C -1.543 -1.507 5.644
F -1.461 -1.881 4.343
F -2.582 -2.156 6.212
S -1.738 0.351 5.790
C -3.168 0.619 4.854
C -3.785 1.878 4.759
C -5.073 1.967 4.136
C -5.728 3.180 4.010
C -5.124 4.356 4.481
C -3.857 4.305 5.089
C -3.195 3.093 5.245
O -1.956 0.593 7.199
O -0.565 0.891 5.136
H -3.642 -0.267 4.433
H -5.504 1.030 3.778
H -6.714 3.212 3.544
H -5.643 5.306 4.382
H -3.391 5.227 5.451
H -2.216 3.059 5.732
```

Values from the calculation:
HOMO-LUMO gap in eV: 4.9
Spin multiplicity: 1
HOMO energy in eV: -0.99
Charge: -2
E_tot in eV: -159794.6911

---

No. 3
Here is a molecular structure, C40H28NO8P2PtS2 from OMol25. Energies are from wB97M-V/def2-TZVPD.

```
82
Properties=species:S:1:pos:R:3
Pt 1.132 0.222 -1.165
S -0.833 2.475 1.039
P -1.463 0.549 0.840
C -0.767 -0.184 -0.576
P -1.272 -1.533 -1.555
S 0.444 -2.399 -2.021
C -2.421 -2.695 -0.748
C -3.798 -2.469 -0.725
C -4.640 -3.340 -0.044
C -4.114 -4.440 0.617
C -2.744 -4.677 0.591
C -1.902 -3.810 -0.091
C -2.166 -0.910 -2.999
C -2.978 -1.753 -3.757
C -3.623 -1.266 -4.885
C -3.452 0.060 -5.266
C -2.623 0.894 -4.529
C -1.980 0.411 -3.398
C -3.246 0.751 0.506
C -4.206 0.034 1.218
C -5.549 0.151 0.882
C -5.942 0.974 -0.163
C -4.990 1.696 -0.875
C -3.650 1.590 -0.539
C -1.378 -0.323 2.402
C -1.045 -1.668 2.431
C -1.003 -2.339 3.645
C -1.282 -1.659 4.822
C -1.604 -0.309 4.789
C -1.651 0.365 3.579
H -4.215 -1.606 -1.231
H -5.708 -3.155 -0.031
H -4.771 -5.117 1.149
H -2.332 -5.540 1.100
H -0.835 -3.996 -0.138
H -3.097 -2.791 -3.473
H -4.254 -1.923 -5.470
H -3.957 0.438 -6.147
H -2.468 1.919 -4.840
H -1.311 1.049 -2.834
H -3.909 -0.620 2.026
H -6.289 -0.409 1.442
H -6.989 1.055 -0.426
H -5.290 2.338 -1.693
H -2.909 2.150 -1.098
H -0.785 -2.178 1.520
H -0.734 -3.388 3.670
H -1.221 -2.177 5.772
H -1.800 0.227 5.709
H -1.874 1.423 3.554
O 6.795 4.463 -1.155
C 6.124 4.112 -0.164
O 6.370 4.204 1.061
C 4.805 3.417 -0.494
C 3.725 3.506 0.380
C 2.558 2.836 0.103
N 2.410 2.054 -0.980
C 3.438 1.984 -1.849
C 4.621 2.667 -1.650
C 3.212 1.100 -3.045
O 3.920 1.210 -4.024
O 2.237 0.230 -2.932
H 3.836 4.074 1.294
H 1.724 2.881 0.781
H 5.403 2.605 -2.394
O 1.245 0.829 3.299
C 1.677 0.618 2.177
O 0.903 0.617 1.109
C 3.141 0.483 1.921
C 3.992 1.232 2.724
C 5.362 1.313 2.465
C 5.827 0.596 1.394
O 7.107 0.510 0.927
C 7.053 -0.323 -0.234
O 5.712 -0.799 -0.371
C 4.994 -0.183 0.619
C 3.651 -0.270 0.853
H 3.558 1.803 3.533
H 6.017 1.949 3.044
H 7.724 -1.171 -0.097
H 7.325 0.259 -1.114
H 3.028 -0.904 0.238
```

Values from the calculation:
HOMO-LUMO gap (spin up / spin down) in eV: 7.0 / 4.7
Spin multiplicity: 5
Expectation value of S²: 6.017
HOMO energy (spin up / spin down) in eV: -5.19 / -5.19
Charge: -1
E_tot in eV: -103299.6530
Energy above the lowest of the compared OMol25 structures with the same formula, charge and spin in kcal/mol: 15.0

---

No. 4
Here is a molecular structure, C40H29AsCl5N2O3PtS2 from OMol25. Energies are from wB97M-V/def2-TZVPD.

```
83
Properties=species:S:1:pos:R:3
Pt -0.142 1.120 0.625
C -1.811 -0.203 -2.147
C -2.020 -0.193 -0.682
N -2.016 1.078 -0.096
N -3.004 1.248 0.852
C -2.726 2.120 1.740
S -1.092 2.710 1.931
S -3.970 2.810 2.778
C -4.217 4.353 1.806
C -4.670 4.075 0.404
C -6.010 3.822 0.130
C -6.420 3.522 -1.159
C -5.489 3.466 -2.189
C -4.152 3.717 -1.923
C -3.744 4.023 -0.633
C -2.188 -1.301 0.122
C -2.804 -2.507 -0.338
C -3.059 -3.517 0.528
C -2.659 -3.390 1.889
C -1.995 -2.297 2.357
C -1.672 -1.240 1.471
O -0.807 -0.362 1.866
H -1.514 0.791 -2.477
H -2.752 -0.458 -2.647
H -1.065 -0.942 -2.428
H -3.294 4.930 1.828
H -4.969 4.892 2.382
H -6.737 3.858 0.933
H -7.466 3.335 -1.362
H -5.809 3.236 -3.196
H -3.422 3.684 -2.722
H -2.697 4.224 -0.434
H -3.138 -2.558 -1.366
H -3.582 -4.405 0.205
H -2.875 -4.203 2.571
H -1.654 -2.227 3.381
Cl 4.346 6.670 -0.205
C 3.160 5.438 -0.343
C 3.240 4.299 0.446
Cl 4.521 4.088 1.571
C 2.271 3.314 0.313
Cl 2.349 1.872 1.281
C 1.212 3.409 -0.582
O 0.309 2.466 -0.747
C 1.138 4.573 -1.363
Cl -0.174 4.721 -2.461
C 2.100 5.568 -1.250
Cl 1.984 6.973 -2.222
O 0.906 -0.342 -0.479
As 1.869 -1.660 -0.054
C 3.328 -1.677 -1.287
C 3.308 -2.500 -2.407
C 4.356 -2.443 -3.314
C 5.412 -1.570 -3.101
C 5.430 -0.751 -1.979
C 4.389 -0.802 -1.068
C 2.676 -1.697 1.689
C 2.227 -0.979 2.791
C 2.905 -1.077 3.998
C 4.016 -1.899 4.112
C 4.457 -2.629 3.017
C 3.794 -2.526 1.805
C 0.848 -3.258 -0.290
C 0.043 -3.364 -1.421
C -0.643 -4.542 -1.667
C -0.536 -5.604 -0.778
C 0.253 -5.489 0.358
C 0.954 -4.316 0.604
H 2.492 -3.194 -2.570
H 4.349 -3.084 -4.184
H 6.228 -1.529 -3.810
H 6.256 -0.073 -1.814
H 4.407 -0.165 -0.192
H 1.342 -0.367 2.737
H 2.557 -0.511 4.852
H 4.539 -1.972 5.056
H 5.324 -3.269 3.102
H 4.162 -3.076 0.947
H -0.034 -2.532 -2.111
H -1.261 -4.634 -2.551
H -1.069 -6.524 -0.972
H 0.330 -6.315 1.052
H 1.570 -4.229 1.491
```

Values from the calculation:
HOMO-LUMO gap in eV: 5.7
Spin multiplicity: 1
HOMO energy in eV: -10.64
Charge: +1
E_tot in eV: -199433.2514
Energy above the lowest of the compared OMol25 structures with the same formula, charge and spin in kcal/mol: 43.6

---

No. 5
Here is a molecular structure, C40H30ClIOPPdS from OMol25. Energies are from wB97M-V/def2-TZVPD.

```
76
Properties=species:S:1:pos:R:3
Pd 0.104 -0.343 0.213
Cl -1.404 1.570 1.302
C -1.080 3.037 0.436
C -1.540 4.229 0.971
C -1.356 5.403 0.258
C -0.713 5.374 -0.971
C -0.230 4.179 -1.477
C -0.405 2.983 -0.781
P 0.179 1.387 -1.471
C -1.224 0.864 -2.515
C -1.064 -0.277 -3.303
C -2.123 -0.765 -4.051
C -3.353 -0.124 -4.011
C -3.521 1.003 -3.221
C -2.463 1.498 -2.472
C 1.476 1.944 -2.615
C 2.691 2.325 -2.045
C 3.682 2.878 -2.839
C 3.469 3.036 -4.202
C 2.271 2.632 -4.774
C 1.270 2.084 -3.984
H -2.041 4.235 1.929
H -1.716 6.339 0.663
H -0.589 6.282 -1.545
H 0.288 4.170 -2.427
H -0.104 -0.782 -3.328
H -1.988 -1.646 -4.665
H -4.182 -0.498 -4.597
H -4.480 1.504 -3.190
H -2.612 2.380 -1.862
H 2.849 2.186 -0.980
H 4.620 3.188 -2.399
H 4.243 3.467 -4.824
H 2.111 2.752 -5.837
H 0.333 1.779 -4.431
I 1.679 -2.179 -1.169
C -0.057 -3.419 -1.257
C 0.092 -4.643 -1.839
C -1.023 -5.496 -1.938
C -2.234 -5.087 -1.460
C -2.399 -3.814 -0.868
C -3.663 -3.386 -0.404
C -3.827 -2.147 0.138
C -2.723 -1.278 0.261
C -1.477 -1.665 -0.141
C -1.280 -2.933 -0.746
H 1.052 -4.963 -2.219
H -0.904 -6.467 -2.397
H -3.096 -5.738 -1.531
H -4.504 -4.063 -0.498
H -4.799 -1.809 0.474
H -2.904 -0.302 0.690
O 1.971 0.727 1.399
S 1.255 0.721 2.723
C 2.480 0.483 4.011
C 2.132 0.944 5.273
C 3.042 0.825 6.311
C 4.288 0.263 6.073
C 4.629 -0.182 4.802
C 3.725 -0.067 3.758
C 0.499 -0.932 2.810
C -0.778 -1.079 3.342
C -1.319 -2.350 3.466
C -0.586 -3.457 3.063
C 0.692 -3.305 2.538
C 1.243 -2.040 2.414
H 1.157 1.391 5.436
H 2.787 1.184 7.300
H 5.005 0.185 6.880
H 5.605 -0.613 4.624
H 3.992 -0.375 2.755
H -1.338 -0.208 3.663
H -2.312 -2.475 3.875
H -1.008 -4.447 3.171
H 1.263 -4.171 2.233
H 2.245 -1.909 2.028
```

Values from the calculation:
HOMO-LUMO gap (spin up / spin down) in eV: 6.2 / 6.2
Spin multiplicity: 1
HOMO energy (spin up / spin down) in eV: -10.09 / -10.05
Charge: +1
E_tot in eV: -88235.0889
Energy above the lowest of the compared OMol25 structures with the same formula, charge and spin in kcal/mol: 35.3

---

No. 6
Here is a molecular structure, C40H31CrF3N4O2P2S2 from OMol25. Energies are from wB97M-V/def2-TZVPD.

```
85
Properties=species:S:1:pos:R:3
Cr -0.101 -1.120 -0.263
S -0.217 3.017 1.417
P 0.555 1.311 2.152
C 1.115 0.047 1.182
P 2.326 0.282 0.052
S 1.608 0.410 -1.826
C 3.447 -1.173 0.037
C 4.572 -1.207 -0.782
C 5.397 -2.321 -0.797
C 5.094 -3.423 -0.005
C 3.969 -3.399 0.806
C 3.153 -2.274 0.833
C 3.520 1.609 0.452
C 4.546 1.398 1.372
C 5.403 2.431 1.716
C 5.242 3.687 1.146
C 4.217 3.907 0.237
C 3.360 2.870 -0.111
C -0.616 0.608 3.367
C -1.574 1.407 3.984
C -2.396 0.880 4.969
C -2.271 -0.452 5.345
C -1.327 -1.257 4.722
C -0.507 -0.729 3.734
C 1.918 1.800 3.312
C 2.552 0.807 4.058
C 3.572 1.125 4.943
C 3.983 2.446 5.085
C 3.367 3.437 4.336
C 2.336 3.116 3.460
H 4.793 -0.357 -1.418
H 6.272 -2.336 -1.437
H 5.733 -4.299 -0.028
H 3.719 -4.258 1.418
H 2.274 -2.230 1.467
H 4.667 0.422 1.827
H 6.187 2.257 2.444
H 5.909 4.497 1.423
H 4.078 4.890 -0.200
H 2.550 3.032 -0.812
H -1.668 2.439 3.666
H -3.143 1.511 5.439
H -2.917 -0.868 6.111
H -1.243 -2.304 4.990
H 0.203 -1.358 3.211
H 2.253 -0.226 3.926
H 4.050 0.339 5.518
H 4.784 2.698 5.772
H 3.694 4.467 4.425
H 1.841 3.880 2.873
F -3.212 -8.239 5.508
C -3.831 -7.043 5.458
F -3.825 -6.566 6.728
F -5.132 -7.302 5.187
C -3.218 -6.102 4.486
C -3.828 -4.868 4.267
C -3.273 -3.968 3.381
C -2.087 -4.271 2.685
C -1.493 -5.520 2.919
C -2.049 -6.423 3.807
C -1.511 -3.331 1.794
C -0.992 -2.518 1.042
H -4.739 -4.613 4.794
H -3.735 -3.005 3.214
H -0.584 -5.769 2.388
H -1.573 -7.380 3.973
O -0.442 -2.279 -2.015
N -0.509 -3.365 -2.636
C -1.718 -3.815 -2.965
C -1.777 -5.035 -3.690
N -1.856 -6.025 -4.275
C -2.930 -3.118 -2.711
N -3.906 -2.531 -2.545
C -2.737 1.783 -3.802
N -2.181 1.608 -2.486
C -1.347 2.671 -1.946
C -2.361 0.463 -1.804
O -1.866 0.239 -0.711
H -3.463 2.603 -3.821
H -3.235 0.867 -4.116
H -1.946 2.010 -4.523
H -1.904 3.613 -1.958
H -0.437 2.778 -2.541
H -1.062 2.428 -0.924
H -3.003 -0.265 -2.316
```

Values from the calculation:
HOMO-LUMO gap (spin up / spin down) in eV: 5.9 / 6.2
Spin multiplicity: 5
Expectation value of S²: 6.027
HOMO energy (spin up / spin down) in eV: -1.69 / -1.96
Charge: -2
E_tot in eV: -128861.7424
Energy above the lowest of the compared OMol25 structures with the same formula, charge and spin in kcal/mol: 0.0